# 1
C35H82N2O9PS2 | ωB97M-V/def2-TZVPD

Structure (XYZ):
```
131
C35H82N2O9PS2 ωB97M-V/def2-TZVPD
C -1.3821 -2.5761 -2.0693
C 0.0880 -2.2010 -2.2169
O 0.2758 -0.7734 -2.1329
P 0.2711 0.0520 -3.4990
O -0.3371 -0.6691 -4.6382
C -0.6444 1.5298 -3.0608
C -0.3872 2.7506 -3.9372
S -1.5005 4.1179 -3.4951
O -2.3777 4.2501 -4.6355
O -2.1276 3.7027 -2.2557
N -0.6771 5.4706 -3.3982
S 0.3314 5.7480 -2.2220
O 0.6510 7.1468 -2.1967
O 1.4173 4.7917 -2.1989
O -0.5041 5.4759 -0.8733
C -0.0642 4.4156 -0.0349
C -0.8961 4.4155 1.2484
N -0.9271 3.0961 1.8643
C 0.1654 2.7713 2.7570
C 1.3860 2.1199 2.0929
C 2.3840 1.6421 3.1458
O 0.9947 1.0269 1.2627
O 1.8003 0.3720 -3.8071
C 2.7471 0.5924 -2.7374
C 2.7571 2.0157 -2.2380
H -1.5706 -3.0558 -1.1078
H -1.9931 -1.6763 -2.1027
H -1.7091 -3.2606 -2.8483
H 0.5141 -2.5926 -3.1357
H 0.6665 -2.6032 -1.3858
H -1.6802 1.2286 -3.2230
H -0.5405 1.7283 -1.9923
H -0.6916 2.4846 -4.9488
H 0.6476 3.0801 -3.9799
H -0.2303 3.4616 -0.5419
H 0.9985 4.5104 0.1806
H -0.4675 5.1346 1.9472
H -1.9037 4.7494 0.9992
H -1.0276 2.3894 1.1495
H 0.5160 3.6830 3.2425
H -0.1759 2.0951 3.5531
H 1.8603 2.8685 1.4571
H 3.3753 1.5557 2.7033
H 2.0865 0.6467 3.4775
H 2.4127 2.3067 4.0094
H 0.1975 0.6464 1.6254
H 2.5675 -0.1067 -1.9215
H 3.7180 0.3416 -3.1654
H 1.8237 2.2750 -1.7355
H 3.5582 2.1607 -1.5142
H 2.8665 2.7167 -3.0630
C -4.0750 1.7994 -0.7135
C -4.1511 1.0926 0.6370
C -4.3921 -0.4122 0.5212
C -5.7042 -0.7974 -0.1644
C -6.9604 -0.2266 0.4897
C -7.1705 -0.7021 1.9246
H -5.0145 1.7124 -1.2641
H -3.8618 2.8598 -0.5958
H -3.2806 1.3820 -1.3333
H -4.9332 1.5529 1.2488
H -3.2138 1.2519 1.1780
H -4.3525 -0.8608 1.5194
H -3.5667 -0.8612 -0.0411
H -5.7799 -1.8903 -0.1861
H -5.6751 -0.4779 -1.2094
H -7.8262 -0.5187 -0.1111
H -6.9299 0.8656 0.4667
H -7.2334 -1.7920 1.9677
H -8.0962 -0.2986 2.3384
H -6.3553 -0.3854 2.5767
C 8.0041 -2.5211 3.7969
C 8.4785 -1.9140 2.4800
C 8.1328 -0.4332 2.3366
C 6.6344 -0.1256 2.3533
C 5.8180 -0.8486 1.2830
C 6.2255 -0.4824 -0.1416
H 6.9177 -2.4834 3.8902
H 8.3019 -3.5686 3.8669
H 8.4361 -1.9920 4.6491
H 8.0574 -2.4803 1.6450
H 9.5635 -2.0263 2.4061
H 8.5753 -0.0532 1.4119
H 8.6113 0.1243 3.1483
H 6.4995 0.9537 2.2317
H 6.2215 -0.3695 3.3365
H 4.7639 -0.5944 1.4215
H 5.8899 -1.9318 1.4176
H 6.1276 0.5921 -0.3093
H 5.5916 -0.9902 -0.8695
H 7.2580 -0.7651 -0.3539
C -10.1680 2.4574 -4.5913
C -9.0977 3.4090 -5.1188
C -8.0534 2.7252 -5.9988
C -7.2358 1.6400 -5.2968
C -6.4832 2.1123 -4.0539
C -5.4438 3.1947 -4.3365
H -9.7383 1.6830 -3.9545
H -10.9105 2.9940 -3.9979
H -10.6910 1.9652 -5.4147
H -8.6084 3.9100 -4.2800
H -9.5811 4.1969 -5.7034
H -7.3786 3.4846 -6.4014
H -8.5562 2.2796 -6.8645
H -6.5151 1.2324 -6.0124
H -7.8922 0.8067 -5.0249
H -5.9803 1.2474 -3.6106
H -7.1932 2.4685 -3.2997
H -4.7013 2.8523 -5.0573
H -4.9041 3.4685 -3.4305
H -5.9005 4.1045 -4.7305
C 5.2304 -8.9829 5.3368
C 4.1598 -7.9024 5.2133
C 4.3873 -6.9497 4.0411
C 5.6859 -6.1448 4.1113
C 5.8456 -5.2919 5.3681
C 4.7684 -4.2207 5.5153
H 6.2166 -8.5549 5.5224
H 5.0080 -9.6602 6.1626
H 5.2883 -9.5785 4.4233
H 4.0991 -7.3395 6.1487
H 3.1859 -8.3814 5.0843
H 3.5371 -6.2662 3.9697
H 4.3858 -7.5258 3.1104
H 5.7378 -5.4930 3.2332
H 6.5410 -6.8222 4.0312
H 6.8233 -4.8061 5.3313
H 5.8545 -5.9260 6.2592
H 4.7612 -3.5547 4.6497
H 4.9447 -3.6102 6.4020
H 3.7733 -4.6573 5.6121
```

Summary:
Electronic energy = -89996.96219 eV
Charge = -1
E_HOMO = -6.43 eV
Gap between HOMO and LUMO = 8.35 eV

These are the Mulliken partial charges, in e, on atoms 1 to 5: C -0.756; C -0.603; O -0.103; P 0.740; O -0.877

# 2
C3H12N2O2 | ωB97M-V/def2-TZVPD

Structure (XYZ):
```
19
C3H12N2O2 ωB97M-V/def2-TZVPD
C -0.3369 0.4773 0.1557
C 0.5696 1.6458 -0.2379
O 1.8719 1.5028 0.3333
N -0.3701 0.3157 1.5900
C -1.5896 -0.5296 1.9649
N -1.6132 -1.7947 1.2795
H 0.1571 -0.3954 -0.2935
H -1.3240 0.7520 -0.2186
H 0.7285 1.8635 -1.2911
H 0.0372 2.4984 0.2211
H 2.3490 2.3116 0.2393
H 0.3708 -0.2524 1.9795
H -2.3402 0.2364 1.7579
H -1.5605 -0.7362 3.0322
H -1.4964 -2.6242 1.8430
H -2.2206 -1.9718 0.4993
H 1.3302 -0.4000 -4.2992
H 1.9796 -1.7104 -3.9758
O 1.1311 -1.3446 -4.2525
```

Summary:
ΔE to the lowest compared entry with this formula, charge and spin = 45.3 kcal/mol
Electronic energy = -10379.58697 eV
Charge = 0
E_HOMO = -8.68 eV
Gap between HOMO and LUMO = 9.47 eV
Structure (SMILES) = NCNCCO.O

These are the Mulliken partial charges, in e, on atoms 1 to 5: C -0.406; C -0.634; O -0.516; N -0.401; C -0.585

# 3
C33H38N4O7Rh | ωB97M-V/def2-TZVPD

Structure (XYZ):
```
83
C33H38N4O7Rh ωB97M-V/def2-TZVPD
Rh 0.5956 0.1506 -0.0740
C -3.5239 -4.2531 -0.4585
C -2.2692 -3.7179 -1.1470
C -2.1967 -4.2214 -2.5900
C -0.9963 -4.0633 -0.3897
C -0.6346 -5.4060 -0.3300
C 0.5838 -5.8053 0.1837
C 1.4832 -4.8424 0.6069
C 1.1646 -3.4923 0.5914
C 2.2000 -2.4854 1.0413
C 2.4337 -2.5322 2.5526
C 3.5062 -2.5931 0.2644
C -0.1176 -3.1007 0.1544
N -0.4827 -1.7403 0.1827
C -1.6871 -1.3912 0.6257
C -2.1996 -0.1032 0.3668
N -1.4853 0.7860 -0.3213
C -2.1027 1.9218 -0.8723
C -1.4445 3.1684 -0.7919
C -2.0797 4.2967 -1.2904
C -3.3256 4.2209 -1.8891
C -3.9162 2.9842 -2.0541
C -3.3141 1.8174 -1.5917
C -3.9460 0.4978 -2.0024
C -4.0745 0.3986 -3.5259
C -5.3065 0.2668 -1.3480
C -0.0746 3.3039 -0.1627
C -0.1708 3.7386 1.2998
C 0.8801 4.1944 -0.9503
H -4.4222 -3.9190 -0.9813
H -3.5897 -3.9266 0.5796
H -3.5297 -5.3447 -0.4549
H -2.3511 -2.6331 -1.2075
H -2.1322 -5.3088 -2.6388
H -1.3270 -3.8127 -3.1038
H -3.0908 -3.9192 -3.1397
H -1.3159 -6.1503 -0.7233
H 0.8451 -6.8554 0.2237
H 2.4595 -5.1427 0.9653
H 1.7646 -1.5036 0.8335
H 2.8804 -3.4841 2.8520
H 1.4935 -2.4189 3.0940
H 3.0978 -1.7209 2.8507
H 3.9839 -3.5618 0.4225
H 4.2035 -1.8239 0.6020
H 3.3421 -2.4610 -0.8058
H -2.3175 -2.1071 1.1475
H -3.2062 0.1299 0.7034
H -1.5857 5.2551 -1.2074
H -3.8115 5.1145 -2.2591
H -4.8587 2.9126 -2.5817
H -3.2769 -0.3079 -1.7016
H -4.7971 1.1137 -3.9210
H -4.4144 -0.5993 -3.8112
H -3.1185 0.5847 -4.0147
H -6.0212 1.0270 -1.6712
H -5.2592 0.3129 -0.2594
H -5.7084 -0.7073 -1.6324
H 0.3661 2.2973 -0.1525
H -0.5457 4.7626 1.3735
H 0.8089 3.6827 1.7738
H -0.8502 3.0909 1.8550
H 0.5664 5.2395 -0.9409
H 0.9620 3.8722 -1.9889
H 1.8751 4.1479 -0.5033
O 3.9836 0.9707 2.0586
C 3.1816 1.0400 1.1387
O 1.9023 0.9166 1.3126
C 3.7089 1.3596 -0.2555
C 4.8910 2.0800 -0.2591
C 5.4892 2.4797 -1.4435
C 4.9562 2.1313 -2.6718
C 3.8163 1.3622 -2.6744
C 3.1012 0.9701 -1.5006
O 1.9961 0.3368 -1.6248
N 3.3222 0.9596 -3.9978
O 2.9304 -0.1780 -4.1477
O 3.4003 1.7872 -4.8939
N 6.7105 3.2751 -1.4057
O 7.2255 3.5817 -2.4696
O 7.1631 3.5809 -0.3158
H 5.3344 2.3266 0.6940
H 5.4168 2.4370 -3.5975
```

Summary:
Expectation value of S² = 6.02
ΔE to the lowest compared entry with this formula, charge and spin = 0.0 kcal/mol
Electronic energy = -58135.63020 eV
Spin multiplicity = 5
Charge = -1
E_HOMO (spin up / spin down) = -4.42 / -5.77 eV
Gap between HOMO and LUMO (spin up / spin down) = 6.74 / 6.96 eV

These are the Mulliken partial charges, in e, on atoms 1 to 5: Rh -0.921; C -1.718; C 1.782; C -1.660; C 0.776